# 1
Here is a 10-piece molecular cluster, C18H9BrCl36O2 overall from the Open Molecules 2025 dataset. Energies are from ωB97M-V with the def2-TZVPD basis set.

The lowest unoccupied orbital energy comes out at -1.0917 eV. The calculation puts the largest force on an atom at 3.621 eV/Å. The value obtained for the calculated total energy is -19982.4382 Ha. The net charge is 0.

Positions of all 66 atoms, in Å:
C: 2.62048 -0.10780 -4.35414
C: 1.31129 -0.78766 -4.99862
Br: 1.78094 -2.02590 -6.48664
C: 0.18033 0.30151 -5.41738
C: -1.14382 -0.11327 -4.65253
C: -1.70836 0.60275 -3.56265
C: -3.03406 -0.05046 -2.93592
O: -4.02883 0.60465 -2.59691
C: -2.99144 -1.66203 -2.82905
C: -2.41283 -2.37559 -3.91123
C: -1.87442 -1.46638 -5.12113
O: -2.04335 -1.76785 -6.31325
H: 2.40401 0.98868 -4.08966
H: 3.46017 -0.21085 -5.11685
H: 2.88591 -0.65726 -3.39195
H: 0.85730 -1.44485 -4.17231
H: 0.48787 1.36625 -5.17651
H: -0.01091 0.23969 -6.54739
H: -1.23814 1.55746 -3.17994
H: -3.37167 -2.23104 -1.92049
H: -2.29554 -3.49846 -3.94042
Cl: -6.64437 -1.93644 0.90329
C: -7.01424 -1.57291 -0.79676
Cl: -7.71459 0.05491 -0.90687
Cl: -5.54457 -1.64577 -1.79277
Cl: -8.18682 -2.76359 -1.40149
Cl: 1.70939 -0.45511 3.79156
C: 2.73330 0.53138 2.72887
Cl: 1.81095 1.00013 1.28434
Cl: 3.25811 1.98832 3.59666
Cl: 4.15700 -0.41171 2.24163
Cl: 0.25470 -1.64535 6.23103
C: -1.00698 -2.82629 5.81501
Cl: -0.66460 -4.36477 6.63240
Cl: -2.58064 -2.20973 6.35624
Cl: -1.03332 -3.08215 4.05765
Cl: 8.83469 0.48043 -3.10037
C: 9.16706 -0.54031 -1.68505
Cl: 10.82865 -0.25431 -1.12707
Cl: 8.02949 -0.13816 -0.38174
Cl: 8.97764 -2.24874 -2.12993
Cl: -5.32928 1.35730 8.48025
C: -5.93387 0.31205 7.17844
Cl: -7.63378 0.70989 6.85298
Cl: -4.95145 0.56456 5.71777
Cl: -5.82262 -1.38764 7.68548
Cl: 3.82450 3.53463 0.77159
C: 3.95658 4.71290 -0.54993
Cl: 2.45925 5.66183 -0.65099
Cl: 5.32719 5.79926 -0.24538
Cl: 4.21572 3.84547 -2.07786
Cl: -7.71264 -1.61787 4.41940
C: -9.00332 -2.80676 4.14434
Cl: -8.55349 -4.34028 4.91917
Cl: -10.51312 -2.20364 4.85904
Cl: -9.25835 -3.07378 2.40618
Cl: 4.08327 2.91115 6.89232
C: 2.57247 2.39749 7.67173
Cl: 1.92378 0.96655 6.83896
Cl: 2.89438 1.99624 9.37112
Cl: 1.38670 3.71641 7.58955
Cl: 6.25513 3.37359 -7.78595
C: 6.57258 2.34436 -6.37467
Cl: 8.23048 2.62594 -5.80107
Cl: 5.41899 2.73978 -5.08358
Cl: 6.38507 0.63916 -6.83059

Cartesian forces (eV/Å) of the 6 atoms listed first:
C -0.4 -0.3 -0.4
C -0.4 0.9 1.7
Br -0.2 0.6 0.7
C -0.7 -1.0 -0.4
C -0.9 1.2 1.6
C 0.4 -2.5 -2.1

***

# 2
Here is a 4-piece molecular cluster, C2H13NO3S overall from the Open Molecules 2025 dataset. Energies are from ωB97M-V with the def2-TZVPD basis set.

The lowest unoccupied orbital energy comes out at 0.6355 eV. The calculation puts the largest force on an atom at 3.072 eV/Å. The value obtained for the calculated total energy is -762.6050 Ha. The net charge is 0.

Positions of all 20 atoms, in Å:
N: -1.05951 1.35508 -1.19114
C: -0.56490 0.28664 -0.34597
C: -1.09613 -1.06521 -0.63119
S: -0.15125 -2.23741 0.50319
H: -0.58796 2.27130 -0.91807
H: -2.09316 1.48541 -1.43074
H: 0.53448 0.19709 -0.58440
H: -0.90461 0.49349 0.69142
H: -1.01915 -1.37987 -1.67527
H: -2.26923 -1.09558 -0.31416
H: 0.87734 -2.39283 -0.25568
O: 0.77846 3.37284 1.28703
H: 1.16206 2.53086 1.05564
H: 1.34572 3.60668 2.02336
O: 1.10068 -0.50621 -2.79865
H: 0.79615 0.40375 -2.82622
H: 1.75308 -0.45100 -3.48907
O: 0.58091 0.31464 2.51831
H: 0.87878 -0.54784 3.01185
H: -0.35116 0.41279 2.80775

Cartesian forces (eV/Å) of the 6 atoms listed first:
N -0.4 2.2 -1.4
C -0.1 0.8 0.2
C -2.6 -1.3 0.9
S -2.2 0.3 0.2
H -1.4 -1.7 -0.5
H 2.2 -0.5 1.0

***

# 3
Here is a 5-piece molecular cluster, C30H37N8O9 overall from the Open Molecules 2025 dataset. Energies are from ωB97M-V with the def2-TZVPD basis set.

The lowest unoccupied orbital energy comes out at -2.8896 eV. The calculation puts the largest force on an atom at 2.578 eV/Å. The value obtained for the calculated total energy is -2279.9619 Ha. The net charge is +1.

Positions of all 84 atoms, in Å:
N: -0.83047 2.94753 -3.24046
C: -0.82139 1.99974 -2.12859
N: -0.36648 2.60980 -0.84414
N: 0.13578 0.92312 -2.52043
C: -2.17486 1.27954 -1.88422
C: -3.41178 2.02335 -2.42518
C: -4.48966 0.93596 -2.78515
O: -5.06411 0.51314 -1.55359
C: -6.00283 1.45196 -1.06237
C: -5.51771 2.90495 -1.40370
N: -4.03434 2.95010 -1.42033
H: -0.82093 3.89644 -2.87299
H: 0.08528 2.85907 -3.67106
H: 0.15586 1.86303 -0.39854
H: 0.33283 3.31688 -1.05466
H: 0.03170 0.16754 -1.85026
H: 1.04833 1.33828 -2.36155
H: -2.12222 0.27456 -2.31965
H: -2.33344 1.13873 -0.79869
H: -3.24182 2.59508 -3.34693
H: -4.01992 0.04530 -3.21728
H: -5.22747 1.29195 -3.52308
H: -6.11131 1.39628 0.03126
H: -7.00510 1.25772 -1.47805
H: -5.95169 3.17138 -2.37648
H: -5.94630 3.60085 -0.66987
H: -3.69227 2.75238 -0.47654
H: -3.77093 3.91226 -1.63102
C: 5.51746 1.54220 2.64111
C: 4.87165 0.64846 3.48720
C: 3.62814 0.14005 3.14479
C: 3.04424 0.53322 1.94755
C: 3.67586 1.43090 1.09645
C: 4.91766 1.93566 1.44938
N: 1.74792 -0.01828 1.57348
O: 1.20633 -0.78328 2.33311
O: 1.25891 0.30788 0.50437
H: 6.49026 1.93079 2.91076
H: 5.34112 0.34580 4.41378
H: 3.13175 -0.55483 3.80727
H: 3.21755 1.73805 0.16724
H: 5.42204 2.63320 0.79448
C: 8.35128 1.60006 9.23068
C: 9.35126 0.82313 8.65822
C: 9.45813 0.73437 7.27849
C: 8.55863 1.43264 6.48526
C: 7.55150 2.20633 7.04501
C: 7.45048 2.28720 8.42573
N: 8.68258 1.36041 5.03173
O: 9.55595 0.66540 4.57252
O: 7.90044 2.00705 4.36017
H: 8.27437 1.67131 10.30824
H: 10.04963 0.28887 9.28794
H: 10.23771 0.12886 6.83868
H: 6.85043 2.74562 6.42385
H: 6.67204 2.88889 8.87508
C: -0.83647 -2.62548 0.03173
C: -1.39088 -3.59166 -0.80010
C: -2.54136 -4.26457 -0.41355
C: -3.12630 -3.95640 0.80618
C: -2.57743 -3.00009 1.64856
C: -1.42556 -2.33298 1.25568
N: -4.35286 -4.64503 1.20611
O: -4.79658 -5.48559 0.45690
O: -4.85749 -4.32986 2.26025
H: 0.05924 -2.09731 -0.27414
H: -0.92719 -3.81895 -1.75138
H: -2.96884 -5.01510 -1.06343
H: -3.03394 -2.76723 2.60006
H: -0.98751 -1.58370 1.89851
C: -4.11707 -2.63564 -4.36132
C: -3.18911 -3.44958 -4.99918
C: -3.18114 -3.54150 -6.38366
C: -4.10531 -2.81008 -7.11530
C: -5.04146 -2.00019 -6.49094
C: -5.04429 -1.91537 -5.10629
N: -4.08505 -2.88508 -8.57583
O: -3.26874 -3.61429 -9.08930
O: -4.88359 -2.20915 -9.18390
H: -4.11790 -2.56263 -3.27913
H: -2.47005 -4.01097 -4.41770
H: -2.45745 -4.17598 -6.87516
H: -5.76272 -1.43640 -7.06548
H: -5.76911 -1.28527 -4.60654

Cartesian forces (eV/Å) of the 6 atoms listed first:
N 0.2 0.2 0.7
C 1.1 -1.1 0.3
N -0.5 0.3 -0.7
N -0.8 0.7 0.0
C -0.2 0.9 0.3
C -0.5 -2.0 -1.5

***

no.,frontier orbital gap (eV)
1,9.0
2,9.4
3,8.8